Formula: C19H15BClNO3
Source: OMol25
Level of theory: the ωB97M-V functional and the def2-TZVPD basis

Output
**Net charge**: 0
**Calculated total energy**: -1498.13450 hartree
**Frontier orbital gap**: 0.2778 hartree
**LUMO level**: -1.687 eV

```
40
Properties=species:S:1:pos:R:3:nbo_charge:R:1
Cl -3.16 -1.54 -2.33 0.04
O -0.70 6.81 -2.72 -0.89
O -1.61 1.20 -2.52 -0.53
O 1.42 0.83 2.34 -0.53
N 1.83 6.48 -3.34 -1.09
C -0.17 3.63 -1.75 -0.18
C -0.39 -1.45 1.89 -0.19
C -0.20 2.34 -0.86 -0.10
C -0.33 -0.20 0.92 -0.07
C 1.47 3.65 0.81 -0.17
C -1.35 -3.94 2.44 -0.45
C -1.33 -2.64 1.47 0.03
C 0.67 4.94 -1.44 -0.35
C -1.09 1.07 -1.35 0.53
C 0.10 -4.68 2.23 -0.40
C 1.50 4.96 -0.10 -0.18
C -1.22 -0.21 -0.41 -0.16
C 0.65 0.99 1.34 0.53
C 0.67 2.34 0.47 -0.12
C -2.21 -2.69 0.17 -0.24
C -0.04 -5.94 1.19 -0.45
C -2.15 -1.42 -0.82 0.03
C 2.65 -6.28 0.09 -0.29
C 1.42 -6.25 0.56 -0.03
B 0.58 6.15 -2.54 1.06
H 3.75 -6.05 -0.16 0.27
H -1.47 -3.58 3.53 0.24
H -0.42 -6.85 1.78 0.24
H 1.85 5.72 -4.06 0.39
H 0.23 -1.51 2.86 0.27
H -2.85 -3.60 -0.11 0.25
H 0.59 -4.97 3.23 0.23
H 1.57 7.33 -3.87 0.38
H 0.82 -3.93 1.71 0.23
H 2.11 3.67 1.78 0.25
H -0.79 3.60 -2.73 0.24
H -2.24 -4.63 2.16 0.22
H -0.79 -5.66 0.34 0.24
H -1.36 6.13 -2.42 0.50
H 2.10 5.90 0.20 0.25
```

=====

Formula: C19H15CaN4O4S
Source: OMol25
Level of theory: the ωB97M-V functional and the def2-TZVPD basis

Output
**Net charge**: -1
**Calculated total energy**: -2328.88411 hartree
**Frontier orbital gap**: 0.2699 hartree
**LUMO level**: 2.797 eV

```
44
Properties=species:S:1:pos:R:3:nbo_charge:R:1
Ca -1.27 0.22 0.78 1.80
S -2.96 -1.80 -0.18 -0.57
O 1.28 -3.85 0.25 -0.41
O 0.98 0.18 1.11 -0.87
O -0.36 -2.35 -0.47 -0.45
O -2.67 1.82 1.34 -0.90
N -0.22 2.10 -0.13 -0.43
N 0.51 -3.35 -0.90 0.11
N 1.15 1.97 -0.37 -0.47
N -1.72 -4.17 -0.77 -0.64
C 4.84 -1.01 0.17 -0.22
C -4.83 4.36 -0.08 -0.19
C -0.57 -4.40 1.72 -0.21
C -1.45 -3.44 1.47 -0.20
C -0.37 -4.60 -0.80 0.04
C -4.39 3.30 0.68 -0.31
C 3.07 0.62 0.09 -0.02
C -3.06 2.81 0.60 0.40
C -2.68 4.58 -1.06 -0.15
C 3.51 -0.67 0.39 -0.21
C -1.64 -2.97 0.04 0.17
C 1.62 0.94 0.31 0.55
C -0.78 3.18 -0.52 0.11
C 5.29 1.21 -0.63 -0.23
C 3.96 1.55 -0.43 -0.21
C 5.73 -0.08 -0.34 -0.23
C -3.98 5.02 -0.96 -0.31
C 0.28 -4.85 0.57 0.02
C -2.19 3.49 -0.32 -0.23
H 6.77 -0.34 -0.50 0.20
H 3.59 2.54 -0.67 0.23
H -0.44 -4.81 2.71 0.21
H 0.74 -5.82 0.72 0.18
H 5.98 1.94 -1.03 0.20
H 2.80 -1.38 0.78 0.25
H -0.17 3.92 -1.03 0.16
H -1.99 5.08 -1.73 0.19
H -4.33 5.86 -1.55 0.20
H -0.15 -5.32 -1.58 0.21
H -5.86 4.68 0.03 0.20
H -5.04 2.79 1.37 0.21
H -2.05 -3.91 -1.70 0.39
H -2.09 -3.01 2.23 0.22
H 5.17 -2.02 0.39 0.20
```

=====

Formula: C19H15ClF26NO5P
Source: OMol25
Level of theory: the ωB97M-V functional and the def2-TZVPD basis

Output
**Net charge**: 0
**Calculated total energy**: -4562.16085 hartree
**Frontier orbital gap**: 0.3019 hartree
**LUMO level**: -1.768 eV

```
68
Properties=species:S:1:pos:R:3:nbo_charge:R:1
Cl 1.63 -2.74 5.27 -0.04
P 2.42 5.43 -2.21 2.60
F 5.46 1.48 0.30 -0.34
F -6.32 0.02 0.31 -0.30
F -3.60 -0.56 -1.79 -0.30
F -3.65 3.10 0.91 -0.29
F 3.93 6.00 -1.91 -0.59
F -5.11 -2.51 -0.38 -0.29
F -4.47 -1.51 1.46 -0.28
F -2.60 -2.94 -1.14 -0.31
F 2.17 5.91 -0.65 -0.59
F 3.81 2.85 0.36 -0.31
F -1.78 -1.22 1.78 -0.27
F -6.60 2.01 -1.95 -0.28
F 5.37 3.11 -1.10 -0.29
F -3.39 0.48 0.12 -0.30
F -4.93 1.69 1.96 -0.32
F -1.10 -1.04 -0.28 -0.32
F 1.39 6.65 -2.62 -0.59
F -7.10 2.61 0.52 -0.29
F -5.31 3.83 2.12 -0.29
F 2.84 5.50 -3.80 -0.59
F -3.09 -3.65 0.86 -0.30
F -4.43 2.11 -1.69 -0.29
F -5.78 4.03 -0.51 -0.28
F -6.14 -0.38 -1.82 -0.29
F 3.14 3.92 -2.25 -0.63
F 1.06 4.49 -2.01 -0.60
O 0.33 -2.75 2.01 -0.48
O 1.03 -0.44 4.28 -0.47
O 4.46 -1.59 0.88 -0.68
O 4.12 0.00 -1.30 -0.52
O 5.23 -3.67 0.51 -0.54
N 0.53 -2.99 -0.23 -0.55
C -5.59 0.26 -0.78 0.59
C -4.16 -0.36 -0.59 0.58
C 1.80 -2.17 0.23 0.19
C -4.91 2.87 1.30 0.93
C 3.09 -0.83 -1.73 -0.07
C 2.34 -1.79 2.80 -0.53
C -5.85 2.82 0.07 0.56
C -1.55 -1.90 0.66 0.60
C 1.94 -0.94 -0.70 -0.48
C -4.19 -1.72 0.17 0.60
C 4.63 2.21 -0.47 0.96
C -5.59 1.80 -1.09 0.59
C 2.92 -3.22 0.15 -0.57
C -0.46 -2.98 0.92 0.21
C 4.35 -2.87 0.54 0.80
C 3.81 1.37 -1.45 -0.17
C -2.86 -2.55 0.12 0.58
C 1.34 -1.78 1.66 0.07
C 1.59 -1.45 4.08 0.55
H 0.16 -2.68 -1.13 0.46
H 0.80 -3.96 -0.36 0.44
H 5.39 -1.37 1.07 0.53
H 2.87 -2.74 2.89 0.24
H 2.99 -3.60 -0.88 0.25
H 3.07 -0.98 2.65 0.29
H 0.99 -0.81 -1.22 0.23
H 4.01 1.75 -2.46 0.24
H 3.54 -1.80 -1.98 0.18
H 2.76 1.57 -1.21 0.20
H 2.66 -4.08 0.79 0.25
H -0.90 -3.98 1.03 0.24
H 2.04 -0.05 -0.05 0.26
H 2.65 -0.45 -2.67 0.20
H 0.85 -0.79 1.62 0.23
```

=====

Formula: C19H15ClN2O3S
Source: OMol25
Level of theory: the ωB97M-V functional and the def2-TZVPD basis

Output
**Net charge**: 0
**Calculated total energy**: -1926.53268 hartree
**Frontier orbital gap**: 0.3085 hartree
**LUMO level**: 0.226 eV

```
41
Properties=species:S:1:pos:R:3:nbo_charge:R:1
Cl 6.97 0.63 -1.29 0.03
S -2.36 1.36 -3.28 0.36
O 1.03 1.03 1.57 -0.39
O -4.72 -1.97 0.88 -0.51
O -2.67 -3.10 1.08 -0.60
N 1.62 -0.26 -0.13 -0.45
N -1.47 -1.42 -0.79 -0.31
C -0.01 0.19 1.45 0.28
C 3.42 2.79 0.37 -0.19
C -3.39 -0.42 -1.13 -0.18
C 4.57 3.43 -0.01 -0.21
C -2.41 0.04 -2.10 -0.25
C 2.00 0.77 0.64 0.45
C -0.60 1.21 -3.19 -0.35
C -1.26 -0.47 -1.81 0.11
C -0.15 0.23 -2.47 -0.26
C -2.84 -1.40 -0.37 -0.03
C 4.40 0.69 -0.22 -0.21
C 5.61 2.76 -0.49 -0.22
C -1.23 0.18 2.27 -0.68
C 5.55 1.34 -0.64 -0.04
C 0.41 -0.61 0.40 0.04
C -0.30 -1.83 0.01 -0.25
C -5.30 -2.82 1.91 -0.26
C -3.42 -2.34 0.46 0.75
C 3.27 1.43 0.19 -0.06
H 0.10 1.90 -3.70 0.24
H 4.35 -0.47 -0.25 0.25
H -0.54 -2.56 0.83 0.26
H -5.32 -3.74 1.41 0.19
H -1.63 -0.79 2.58 0.25
H 2.64 3.35 0.83 0.22
H 6.49 3.15 -0.95 0.23
H 0.30 -2.38 -0.59 0.21
H -1.96 0.70 1.67 0.24
H -6.35 -2.64 2.26 0.20
H -4.71 -2.92 2.81 0.19
H 4.61 4.54 0.20 0.22
H -1.09 0.68 3.22 0.24
H 0.87 -0.13 -2.47 0.25
H -4.48 -0.14 -1.19 0.24
```

=====

Formula: C19H15F3O
Source: OMol25
Level of theory: the ωB97M-V functional and the def2-TZVPD basis

Output
**Net charge**: 0
**Calculated total energy**: -1107.78585 hartree
**Frontier orbital gap**: 0.2451 hartree
**LUMO level**: -0.551 eV

```
38
Properties=species:S:1:pos:R:3:nbo_charge:R:1
F -6.02 -1.92 -1.02 -0.28
F -5.98 0.34 -0.65 -0.34
F -4.97 -1.03 0.70 -0.32
O -3.71 -1.35 -2.45 -0.47
C 1.24 0.16 0.01 -0.11
C -5.28 -0.89 -0.60 0.91
C 3.69 -0.29 4.46 -0.20
C 2.30 -0.41 3.99 -0.16
C -0.86 0.83 -3.16 -0.44
C -1.09 -0.22 0.63 -0.16
C 0.64 -0.27 2.26 -0.13
C -1.54 0.11 -0.68 -0.03
C 0.82 0.30 -1.34 -0.17
C 4.66 -0.19 3.43 -0.21
C 2.95 -0.01 1.69 -0.08
C 4.26 0.00 2.10 -0.17
C -0.57 0.42 -1.69 0.02
C -3.89 -0.72 -1.39 0.51
C 2.56 0.20 0.40 -0.11
C 1.99 -0.24 2.68 -0.09
C 0.06 0.31 -4.32 -0.59
C 0.28 0.00 0.96 0.00
C -2.93 0.41 -1.01 -0.54
H 5.70 -0.14 3.66 0.21
H 3.21 0.33 -0.40 0.20
H 3.94 -0.34 5.46 0.21
H -1.94 0.87 -3.37 0.21
H 0.34 -0.77 -4.23 0.21
H -0.47 1.89 -3.22 0.21
H -0.32 0.61 -5.28 0.22
H -2.98 1.26 -1.67 0.26
H 1.58 -0.60 4.80 0.21
H 0.95 0.87 -4.21 0.20
H 1.54 0.48 -2.11 0.20
H 5.00 0.09 1.35 0.20
H -3.27 0.78 -0.11 0.23
H -0.11 -0.47 2.94 0.20
H -1.78 -0.41 1.38 0.20
```